[1]
Here is a molecular structure, C33H55F3N9O9SV at a distorted geometry from the Open Molecules 2025 dataset. Energies are from ωB97M-V/def2-TZVPD.

Summary:
charge = 0
gap between HOMO and LUMO (alpha / beta) = 6.091 / 7.185 eV
electronic energy = -111616.7687 eV
E_HOMO (alpha / beta) = -7.74 / -7.74 eV
2S+1 = 3
ΔE to the lowest compared entry with this formula, charge and spin = 115.2 kcal per mole

Atoms and positions in Å:
V: 4.92 20.45 14.24
N: 5.69 20.11 16.85
O: 6.39 20.08 15.86
O: 6.02 19.90 18.02
O: 4.60 20.38 16.45
N: 6.06 19.94 11.84
O: 4.93 20.31 12.05
O: 6.56 19.79 10.77
O: 6.57 19.87 12.92
C: 1.47 18.33 15.26
F: 0.13 18.62 15.04
F: 1.88 18.78 16.46
F: 1.61 17.01 15.23
S: 2.57 19.12 13.87
O: 2.03 18.74 12.56
O: 2.82 20.55 14.11
O: 3.91 18.66 14.13
N: 2.43 21.14 8.51
C: 2.02 21.11 9.80
C: 1.15 22.15 10.02
C: 1.08 22.90 8.83
C: 1.89 22.27 7.96
H: 3.03 20.53 7.97
H: 2.45 20.39 10.48
H: 0.78 22.39 11.01
H: 0.43 23.74 8.59
H: 2.11 22.47 6.92
N: 1.66 16.50 10.74
C: 2.03 15.33 11.40
C: 2.41 14.31 10.50
C: 2.37 14.94 9.24
C: 1.89 16.21 9.40
H: 1.34 17.37 11.14
H: 1.93 15.29 12.48
H: 2.62 13.30 10.82
H: 2.60 14.37 8.36
H: 1.63 16.92 8.62
N: -3.43 20.02 17.07
C: -4.39 20.88 16.59
C: -4.46 20.85 15.20
C: -3.62 19.80 14.87
C: -2.96 19.29 15.97
H: -3.13 19.78 18.00
H: -4.75 21.61 17.31
H: -5.02 21.38 14.45
H: -3.40 19.50 13.86
H: -2.14 18.59 16.02
N: -0.07 23.26 15.75
C: 0.34 24.11 16.71
C: 0.91 23.32 17.67
C: 0.93 21.98 17.28
C: 0.32 22.01 16.06
H: -0.63 23.50 14.95
H: 0.11 25.17 16.70
H: 1.30 23.64 18.63
H: 1.13 21.10 17.87
H: 0.02 21.21 15.40
N: 5.57 15.75 18.69
C: 4.69 16.82 18.65
C: 3.45 16.46 18.23
C: 3.62 15.11 17.89
C: 4.90 14.63 18.22
H: 6.52 15.77 19.03
H: 4.91 17.84 18.93
H: 2.58 17.09 18.12
H: 2.85 14.52 17.42
H: 5.36 13.66 18.11
C: 3.45 23.26 12.62
C: 4.93 23.33 13.06
N: 5.08 22.62 14.43
C: 4.22 23.15 15.47
C: 4.03 24.66 15.47
C: 6.42 23.04 14.88
C: 7.69 22.58 14.13
H: 3.25 24.07 11.92
H: 2.70 23.44 13.39
H: 3.24 22.26 12.23
H: 5.47 22.82 12.26
H: 5.26 24.37 13.06
H: 4.56 22.94 16.49
H: 3.28 22.59 15.47
H: 4.84 25.26 15.89
H: 3.26 24.80 16.23
H: 3.77 25.09 14.50
H: 6.50 24.13 14.93
H: 6.60 22.67 15.89
H: 8.48 23.29 14.40
H: 8.00 21.55 14.31
H: 7.53 22.77 13.07
C: -5.69 16.82 12.48
C: -4.87 16.29 13.66
N: -3.93 15.24 13.33
C: -2.78 15.57 12.45
C: -1.98 16.75 12.94
C: -4.60 14.01 12.88
C: -3.72 12.69 12.78
H: -6.38 17.62 12.77
H: -6.36 16.05 12.10
H: -5.12 17.32 11.70
H: -4.24 16.97 14.23
H: -5.56 15.99 14.45
H: -2.12 14.71 12.38
H: -3.27 15.72 11.48
H: -1.61 16.58 13.95
H: -1.08 16.78 12.32
H: -2.43 17.73 12.78
H: -5.00 14.20 11.88
H: -5.55 13.83 13.39
H: -2.76 12.72 12.26
H: -4.29 12.03 12.14
H: -3.50 12.30 13.77

[2]
Here is a molecular structure, C33H56AlBBr2Cl4CsF2KN3O11S2 at a distorted geometry from the Open Molecules 2025 dataset. Energies are from ωB97M-V/def2-TZVPD.

Summary:
charge = +3
gap between HOMO and LUMO = 2.247 eV
electronic energy = -303517.5566 eV
E_HOMO = -14.04 eV
ΔE to the lowest compared entry with this formula, charge and spin = 0.0 kcal per mole

Atoms and positions in Å:
C: 0.28 4.90 -0.85
N: 0.55 3.43 -0.80
C: 1.94 3.25 -0.30
B: 0.57 2.82 -2.17
O: 1.60 3.12 -3.03
C: -0.58 1.79 -2.70
C: -1.71 2.70 -3.21
C: -2.56 3.43 -2.12
C: -3.08 4.83 -2.70
C: -4.59 5.11 -2.45
C: -5.54 4.77 -3.68
N: -5.04 3.73 -4.57
O: 0.00 1.29 -3.94
S: 0.79 -0.06 -3.63
O: 2.11 0.15 -3.16
O: 0.58 -0.98 -4.67
O: -0.04 -0.45 -2.32
C: -0.98 0.56 -1.82
C: -0.50 0.59 -0.35
N: -1.21 1.56 0.49
C: -2.35 -0.10 -2.15
C: -3.29 -0.48 -0.98
C: -4.29 0.62 -0.63
C: -5.24 0.94 -1.61
C: -6.20 1.90 -1.39
C: -6.19 2.56 -0.17
C: -5.29 2.26 0.82
C: -4.32 1.27 0.58
H: 1.08 5.50 -0.43
H: -0.60 5.09 -0.23
H: 0.01 5.20 -1.87
H: 1.99 3.28 0.79
H: 2.62 4.00 -0.73
H: 2.35 2.28 -0.61
H: 1.57 4.06 -3.23
H: -1.21 3.50 -3.86
H: -2.37 2.08 -3.88
H: -3.46 2.85 -1.93
H: -2.02 3.66 -1.20
H: -2.51 5.62 -2.20
H: -2.86 4.90 -3.78
H: -4.68 6.19 -2.32
H: -4.95 4.66 -1.53
H: -5.64 5.68 -4.27
H: -6.51 4.50 -3.27
H: -4.69 2.93 -4.06
H: -4.33 4.11 -5.19
H: -0.67 -0.40 0.08
H: 0.58 0.73 -0.30
H: -1.93 2.04 -0.05
H: -0.55 2.22 0.87
H: -2.96 0.51 -2.82
H: -2.14 -1.02 -2.69
H: -2.80 -0.87 -0.08
H: -3.91 -1.31 -1.35
H: -5.23 0.39 -2.55
H: -6.94 2.12 -2.15
H: -6.92 3.34 0.01
H: -5.26 2.76 1.79
H: -3.59 1.01 1.34
O: 1.10 -3.96 2.44
S: 1.37 -2.56 2.34
O: 0.47 -1.68 1.65
O: 2.83 -2.35 1.75
C: 3.17 -3.00 0.51
C: 2.51 -2.30 -0.66
C: 1.69 -1.91 3.95
H: 2.90 -4.06 0.53
H: 4.26 -2.96 0.43
H: 1.43 -2.43 -0.62
H: 2.86 -2.70 -1.60
H: 2.71 -1.23 -0.64
H: 2.41 -2.55 4.44
H: 0.75 -1.90 4.49
H: 2.08 -0.90 3.85
C: 4.76 -1.58 -3.46
O: 5.95 -1.86 -2.69
C: 6.92 -1.00 -2.88
O: 6.87 -0.03 -3.62
O: 7.96 -1.35 -2.15
C: 9.11 -0.48 -2.27
H: 4.04 -2.35 -3.22
H: 4.34 -0.61 -3.19
H: 4.98 -1.62 -4.52
H: 8.88 0.53 -1.93
H: 9.46 -0.47 -3.30
H: 9.90 -0.88 -1.64
K: 6.75 1.75 -2.73
F: 3.57 2.93 -4.13
Cs: -1.92 4.26 -5.55
Br: 4.97 -7.08 6.46
C: 3.42 -6.00 5.99
C: 3.62 -5.30 4.68
Br: 4.81 -3.76 4.87
H: 3.24 -5.32 6.82
H: 2.59 -6.70 5.92
H: 2.68 -4.89 4.31
H: 4.05 -5.93 3.92
F: -5.04 -0.32 5.63
C: -4.06 -0.97 5.04
C: -3.20 -0.27 4.18
C: -2.17 -0.95 3.57
C: -2.00 -2.31 3.81
C: -2.88 -3.00 4.67
C: -3.90 -2.33 5.30
H: -3.36 0.79 4.01
H: -1.50 -0.43 2.91
H: -1.19 -2.84 3.31
H: -2.74 -4.06 4.85
H: -4.58 -2.83 5.97
Cl: -1.42 2.37 2.75
Al: 4.67 4.53 -2.46
C: 2.63 -9.95 6.63
Cl: 3.93 -10.93 5.96
Cl: 1.21 -9.99 5.58
Cl: 2.22 -10.48 8.26
H: 2.98 -8.93 6.69